Density functional theory data (ωB97M-V/def2-TZVPD) for a structure of composition C46H40N3O3PS2SeSr.

**Maximum force**: 0.9 eV/A
**ΔE to the lowest compared entry with this formula, charge and spin**: 81.3 kJ/mol

```
! RIJCOSX wB97M-V def2-TZVPD def2/J DEFGRID3
* xyz 0 1
Sr -0.923 -0.315 0.147
O -0.513 2.128 0.450
S 0.505 3.138 0.038
C -0.356 4.443 -0.872
C -1.620 5.060 -0.277
C -2.917 4.303 -0.624
C -3.378 3.348 0.476
S -4.200 1.765 0.016
O -3.112 0.750 0.024
C -4.562 2.077 -1.706
C -3.728 1.560 -2.684
C -4.020 1.817 -4.016
C -5.133 2.576 -4.351
C -5.968 3.077 -3.360
C -5.688 2.820 -2.026
C 0.890 4.030 1.546
C 0.289 3.624 2.726
C 0.629 4.256 3.914
C 1.567 5.278 3.913
C 2.175 5.668 2.725
C 1.845 5.038 1.537
H -0.561 3.969 -1.836
H 0.419 5.195 -1.041
H -1.689 6.067 -0.693
H -1.522 5.187 0.805
H -2.775 3.776 -1.568
H -3.711 5.028 -0.804
H -4.069 3.841 1.162
H -2.533 2.967 1.050
H -2.864 0.969 -2.405
H -3.375 1.419 -4.788
H -5.359 2.769 -5.392
H -6.844 3.654 -3.625
H -6.342 3.186 -1.243
H -0.424 2.809 2.703
H 0.163 3.945 4.840
H 1.833 5.769 4.840
H 2.914 6.458 2.729
H 2.334 5.321 0.611
C -1.032 -0.995 4.896
C 0.224 -0.698 5.398
C 1.210 -0.248 4.535
C 0.914 -0.095 3.183
N -0.304 -0.377 2.703
C -1.242 -0.823 3.538
C 1.925 0.353 2.197
C 3.116 0.970 2.572
C 4.031 1.326 1.597
C 3.735 1.068 0.269
C 2.514 0.481 -0.021
N 1.632 0.131 0.910
H -1.824 -1.368 5.529
H 0.443 -0.830 6.450
H 2.203 -0.049 4.910
H -2.196 -1.077 3.086
H 3.322 1.190 3.611
H 4.964 1.802 1.872
H 4.423 1.318 -0.526
H 2.214 0.291 -1.046
O 0.171 0.480 -2.936
C -0.019 -0.603 -2.352
C 0.163 -1.860 -3.162
C -0.047 -1.847 -4.543
C 0.021 -3.016 -5.277
C 0.310 -4.218 -4.639
C 0.535 -4.244 -3.272
C 0.455 -3.071 -2.521
P 0.768 -3.012 -0.722
C 0.633 -4.777 -0.246
C -0.639 -5.206 0.137
C -0.861 -6.528 0.493
C 0.192 -7.433 0.486
C 1.463 -7.012 0.118
C 1.684 -5.692 -0.249
C 2.581 -2.764 -0.641
C 3.367 -2.401 -1.729
C 4.727 -2.159 -1.565
C 5.317 -2.293 -0.318
C 4.541 -2.666 0.775
C 3.184 -2.888 0.614
H -0.265 -0.896 -5.014
H -0.155 -3.000 -6.347
H 0.357 -5.137 -5.210
H 0.759 -5.184 -2.783
H -1.454 -4.492 0.157
H -1.854 -6.845 0.785
H 0.024 -8.464 0.771
H 2.287 -7.715 0.112
H 2.679 -5.376 -0.541
H 2.917 -2.305 -2.710
H 5.330 -1.877 -2.420
H 6.378 -2.113 -0.193
H 4.995 -2.775 1.752
H 2.576 -3.170 1.468
Se -4.852 -3.571 1.631
C -3.438 -2.766 0.957
N -2.483 -2.247 0.523
*
```


Density functional theory data (ωB97M-V/def2-TZVPD) for a structure of composition C11H15MgO8P.

**Maximum force**: 4.8 eV/A
**ΔE to the lowest compared entry with this formula, charge and spin**: 165.2 kJ/mol

```
! RIJCOSX wB97M-V def2-TZVPD def2/J DEFGRID3
* xyz 2 1
O -0.407 -5.649 -1.585
C -0.350 -4.562 -1.257
Mg -0.262 -2.133 -0.551
O -3.064 -1.760 -2.388
C -2.120 -1.950 -1.767
C 1.596 -2.784 0.548
O 2.543 -3.035 1.140
C 0.993 -1.875 -2.400
O 1.608 -1.668 -3.346
C -1.500 -2.849 1.175
O -2.118 -3.097 2.087
C 1.182 0.480 3.898
C 0.213 -0.101 2.892
O 0.910 -0.051 1.627
P -0.068 0.136 0.217
O 1.110 0.842 -0.716
C 1.891 1.890 -0.098
C 0.929 2.957 0.351
O -1.368 0.688 -0.748
C -1.078 1.067 -2.110
C -2.346 1.523 -2.794
H 2.098 -0.133 3.969
H 0.667 0.504 4.866
H 1.468 1.514 3.620
H -0.096 -1.133 3.115
H -0.681 0.533 2.762
H 2.503 1.519 0.736
H 2.530 2.201 -0.933
H 0.255 2.631 1.171
H 1.529 3.795 0.704
H 0.330 3.300 -0.507
H -0.400 1.928 -1.993
H -0.555 0.293 -2.700
H -2.849 2.325 -2.222
H -2.045 1.955 -3.765
H -3.050 0.698 -2.999
*
```


Density functional theory data (ωB97M-V/def2-TZVPD) for a cluster of 3 separate species, C2H11NO3 in total.

**Maximum force**: 3.0 eV/A
**ΔE to the lowest compared entry with this formula, charge and spin**: 141.3 kJ/mol

```
! RIJCOSX wB97M-V def2-TZVPD def2/J DEFGRID3
* xyz 1 2
C 0.041 -0.566 1.523
O 1.378 -0.934 1.751
C 0.085 0.700 0.713
N -1.134 1.289 0.375
H -0.492 -0.413 2.471
H -0.514 -1.338 0.979
H 1.408 -1.551 2.490
H 0.765 0.622 -0.190
H 0.840 1.415 1.168
H -1.792 1.425 1.126
H -1.024 2.224 -0.030
H 0.865 -0.927 -2.348
H 2.069 -1.356 -1.572
O 1.575 -0.564 -1.807
H -1.994 -0.184 -2.731
H -0.942 0.372 -1.600
O -1.134 -0.217 -2.317
*
```


Density functional theory data (ωB97M-V/def2-TZVPD) for the molecule C13H17N.

**Maximum force**: 7.9 eV/A
**ΔE to the lowest compared entry with this formula, charge and spin**: 551.4 kJ/mol

```
! RIJCOSX wB97M-V def2-TZVPD def2/J DEFGRID3
* xyz 0 1
C -0.326 -2.974 2.017
C -0.867 -3.188 0.576
N -0.554 -1.974 -0.185
C -1.310 -0.888 -0.168
C -1.161 -0.276 -1.571
C -1.014 1.343 -1.346
C -1.758 1.608 -0.006
C -1.136 0.469 0.756
C 0.284 0.825 0.490
C 1.509 0.471 1.064
C 2.640 0.922 0.453
C 2.771 1.843 -0.499
C 1.506 2.040 -1.138
C 0.348 1.464 -0.748
H -0.320 -4.103 2.512
H 0.587 -2.309 1.968
H -1.334 -2.348 2.592
H -0.500 -4.141 0.176
H -1.939 -3.108 0.711
H -0.307 -2.148 -1.263
H -2.343 -1.207 -0.143
H -1.914 -0.427 -2.547
H -0.219 -0.784 -1.962
H -1.283 2.088 -1.988
H -2.828 1.550 -0.265
H -1.570 2.562 0.365
H -1.458 0.202 1.667
H 1.562 -0.190 2.071
H 3.628 1.012 0.940
H 3.649 2.555 -0.803
H 1.549 2.658 -2.030
*
```